A structure of composition C54H97Br6N7O16P4 at a distorted geometry. Source: the OMol25 dataset; level of theory: ωB97M-V with the def2-TZVPD basis set.

Structure (XYZ):
```
184
Properties=species:S:1:pos:R:3
C -5.0411 -0.8126 2.4579
C -3.5982 -0.9845 2.8194
O -3.4437 -2.2024 3.5529
P -2.6886 -3.4514 2.9743
O -2.6295 -4.6824 3.7925
O -1.2799 -2.9325 2.5211
C -0.1706 -2.8380 3.3979
C 1.0169 -2.3282 2.6739
O -3.4985 -3.6240 1.5683
C -3.1999 -4.8406 0.7971
C -2.2747 -4.6144 -0.4286
H -5.7701 -0.7312 3.3411
H -5.0859 0.0196 1.7836
H -5.2620 -1.7856 1.9838
H -2.9925 -0.8790 1.8687
H -3.2293 -0.1986 3.4736
H -0.4304 -2.2103 4.2434
H 0.0420 -3.8356 3.8604
H 1.1116 -2.8282 1.7524
H 0.8732 -1.2959 2.4214
H 1.8751 -2.3800 3.3551
H -2.6372 -5.5824 1.3906
H -4.1335 -5.3105 0.5574
H -2.6069 -3.8708 -1.1020
H -1.4140 -4.3128 0.0823
H -2.1037 -5.5796 -0.8733
C -0.2010 -1.9121 -6.6112
C -1.0863 -3.0979 -6.6290
O -2.4375 -2.7489 -6.5270
P -3.6039 -3.8600 -6.4743
O -4.8910 -3.2604 -6.2244
O -3.4378 -4.5903 -7.8505
C -4.3545 -4.4250 -8.9086
C -3.6300 -3.8010 -10.0838
O -3.1146 -4.7452 -5.2972
C -3.9442 -5.8171 -4.8497
C -3.1365 -6.6220 -3.8296
H -0.0697 -1.3224 -7.5417
H -0.5141 -1.2200 -5.7662
H 0.8016 -2.2881 -6.2832
H -0.8525 -3.7354 -7.5087
H -0.8522 -3.7228 -5.7299
H -4.6486 -5.4723 -9.1850
H -5.2280 -3.9660 -8.5307
H -3.7048 -2.7143 -9.9913
H -2.6120 -4.0988 -9.9829
H -3.9690 -4.1890 -11.0948
H -4.9286 -5.4515 -4.4751
H -4.1904 -6.4722 -5.6463
H -3.4808 -7.5950 -3.5978
H -2.1259 -6.6511 -4.1731
H -2.9601 -6.0646 -2.8825
C 3.5646 4.3468 -1.6416
C 2.8039 3.0539 -1.7719
O 2.4034 2.5414 -0.4762
P 1.7188 1.1013 -0.2573
O 2.4523 -0.0585 -0.8444
O 1.3815 1.0491 1.2808
C 2.3513 1.0340 2.3744
C 1.6167 1.2327 3.6770
O 0.3483 1.1469 -0.9397
C -0.4072 -0.1170 -1.2640
C -0.7696 -0.1681 -2.7043
H 4.4459 4.2865 -1.0123
H 3.7446 4.6779 -2.7162
H 2.8807 5.0730 -1.2389
H 1.8851 3.2229 -2.3534
H 3.4918 2.3721 -2.3386
H 2.9246 0.0785 2.2888
H 3.0451 1.8715 2.2527
H 2.3324 1.4880 4.4242
H 0.9656 2.1583 3.4466
H 1.0084 0.3239 3.8765
H 0.0813 -1.0294 -0.8633
H -1.2977 -0.0068 -0.6899
H 0.0924 -0.1565 -3.3686
H -1.4576 -1.0011 -2.9146
H -1.3117 0.7948 -2.8870
C -5.4208 3.9836 -3.6797
C -4.2026 3.0799 -3.6273
O -3.2599 3.3901 -2.5773
P -3.4224 3.4470 -0.9972
O -4.7322 3.5461 -0.3698
O -2.6277 2.1341 -0.5144
C -2.7015 1.6047 0.8630
C -1.8510 2.3520 1.8317
O -2.4865 4.6609 -0.6939
C -1.1178 4.6121 -1.0570
C -0.4473 5.8031 -0.4529
H -6.0076 3.8739 -4.5608
H -6.1065 3.9333 -2.8280
H -5.0837 4.9730 -3.6475
H -4.5086 2.0793 -3.4709
H -3.6638 3.0551 -4.5978
H -3.7470 1.6476 1.2002
H -2.3393 0.5647 0.7779
H -0.7428 2.3420 1.5875
H -2.1186 3.3639 2.0521
H -2.0165 1.7382 2.7674
H -0.7117 3.6105 -0.7204
H -0.9912 4.6417 -2.1316
H -0.6658 5.8525 0.6304
H 0.6059 5.6477 -0.6009
H -0.7915 6.7687 -0.8269
N 4.5720 -1.4535 0.2218
C 4.3172 -2.1746 1.3734
C 5.3754 -3.0617 1.4389
C 6.2300 -2.8157 0.3607
C 5.7133 -1.8456 -0.3825
H 3.8981 -0.8008 -0.2000
H 3.3924 -2.0904 1.8786
H 5.5623 -3.8062 2.1925
H 7.1447 -3.4355 0.1775
H 6.0659 -1.3448 -1.2130
N 1.6084 2.8091 7.8694
C 1.1511 2.4702 9.1383
C -0.1858 2.8198 9.1469
C -0.5336 3.3516 7.9272
C 0.5855 3.3131 7.1287
H 2.6160 2.7826 7.6770
H 1.8196 2.0532 9.9371
H -0.8034 2.6618 9.9661
H -1.4597 3.8222 7.7060
H 0.7298 3.5938 6.0339
N 1.3118 -5.5150 -2.2554
C 1.7952 -4.5556 -1.4525
C 1.3214 -3.3670 -1.8274
C 0.4443 -3.6241 -2.9344
C 0.4918 -4.9916 -3.1865
H 1.5985 -6.4572 -2.1319
H 2.4847 -4.8641 -0.6683
H 1.5355 -2.3822 -1.5093
H -0.1957 -2.9471 -3.4103
H -0.0528 -5.6743 -3.8038
N 2.0095 6.1444 3.5085
C 2.4749 4.8812 3.2113
C 3.4179 5.0539 2.1887
C 3.4688 6.4525 1.9383
C 2.4896 7.0897 2.7090
H 1.2653 6.3176 4.2003
H 2.1443 4.0237 3.8091
H 4.2117 4.3865 1.7964
H 4.1758 6.8040 1.2572
H 2.1144 8.1115 2.6558
N 7.0242 0.3347 1.4116
C 8.1645 0.6726 2.0329
C 8.1563 1.9812 2.4559
C 6.9894 2.4900 1.8392
C 6.3037 1.4602 1.2412
H 6.6649 -0.5867 1.2232
H 8.9390 -0.1538 2.1661
H 8.9574 2.4110 3.0733
H 6.5395 3.5080 1.7661
H 5.3652 1.4401 0.7573
N -5.1146 -2.0859 -3.5349
C -4.1215 -2.4965 -2.7362
C -3.8691 -1.5087 -1.7782
C -4.7596 -0.4682 -2.0410
C -5.5560 -0.8947 -3.1208
H -5.2620 -2.6277 -4.4057
H -3.6283 -3.4527 -2.9427
H -3.1651 -1.5550 -0.9467
H -4.8532 0.4463 -1.5312
H -6.4609 -0.4321 -3.5032
N 4.8971 1.7143 5.0215
C 4.9854 2.0835 6.2922
C 4.4954 1.0440 7.1153
C 4.2203 -0.0397 6.1900
C 4.5354 0.3666 4.9348
H 5.2178 2.2315 4.2170
H 5.4343 3.0249 6.4708
H 4.4034 0.9483 8.1804
H 3.8174 -0.9459 6.5142
H 4.5821 -0.1162 3.9345
C -0.2530 4.7928 -5.6447
Br 0.3410 5.9157 -4.2138
Br -1.7317 5.4534 -6.5946
Br -0.5695 3.0529 -4.9455
H 0.6317 4.6883 -6.3367
C -0.9632 -0.3872 7.7185
Br -1.7972 -0.8962 9.3945
Br -2.2299 -0.2005 6.3064
Br 0.4944 -1.6328 7.4014
H -0.5237 0.5982 7.8596
```

Properties
energy relative to the best compared isomer or geometry (same formula, charge and spin): 0.0000 eV
net charge: 0
E_HOMO: -7.79 eV
calculated total energy: -20512.711196 Eh
frontier orbital gap: 7.78 eV


An isolated molecule of C3H3NO2 at a distorted geometry. Source: the OMol25 dataset; level of theory: ωB97M-V with the def2-TZVPD basis set.

Structure (XYZ):
```
9
Properties=species:S:1:pos:R:3
O 1.9887 -0.1332 0.0413
C 0.6213 -0.1599 -0.0426
N -0.1591 -1.1732 -0.0047
C -1.4224 -0.6298 -0.0186
C -1.3527 0.7051 0.0501
O 0.0151 1.0870 -0.0355
H 2.2745 0.7788 -0.0316
H -2.3104 -1.3158 0.0412
H -1.9578 1.6269 0.0429
```

Properties
energy relative to the best compared isomer or geometry (same formula, charge and spin): 1.3428 eV
net charge: 0
E_HOMO: -9.18 eV
calculated total energy: -321.328298 Eh
SMILES: Oc1ncco1
frontier orbital gap: 9.82 eV


An isolated molecule of FH4N2P3 at a distorted geometry. Source: the OMol25 dataset; level of theory: ωB97M-V with the def2-TZVPD basis set.

Structure (XYZ):
```
10
Properties=species:S:1:pos:R:3
H -2.3413 -2.3336 -0.3533
N -1.8306 -1.4612 -0.1560
P -0.3394 -1.9455 -0.1605
N 0.7862 -0.5590 0.3052
P 0.0584 1.0065 0.5678
P 2.6517 -0.7438 0.5639
F 3.1098 -0.9213 -0.9479
H 0.2570 1.7859 -0.7059
H -1.2257 0.9538 -0.0237
H 2.7687 0.6669 0.7170
```

Properties
energy relative to the best compared isomer or geometry (same formula, charge and spin): 0.5660 eV
net charge: 0
E_HOMO: -9.01 eV
calculated total energy: -1235.812076 Eh
SMILES: [H]/N=P/N(P)PF
frontier orbital gap: 8.93 eV